(1)
{"formula": "C18H14N2O4S", "method": "ωB97M-V with the def2-TZVPD basis set", "homo_ev": -8.865, "spin_multiplicity": 1, "homo_lumo_gap_ev": 9.130, "total_energy_ha": -1502.9732, "smiles": "O=C(Cc1ccccc1)Oc1coc(CSc2ncccn2)cc1=O", "charge": 0, "relative_energy_kcal_mol": 10.0, "elements": ["O", "C", "C", "C", "C", "C", "C", "C", "C", "O", "C", "C", "O", "C", "C", "S", "C", "N", "C", "C", "C", "N", "C", "C", "O", "H", "H", "H", "H", "H", "H", "H", "H", "H", "H", "H", "H", "H", "H"], "positions_angstrom": [[-0.001651, 3.661879, -3.706379], [0.311500, 2.907544, -2.832757], [0.949753, 3.343512, -1.532507], [0.428818, 2.623493, -0.320386], [1.302127, 2.083671, 0.616530], [0.817245, 1.405667, 1.720915], [-0.547282, 1.260556, 1.903786], [-1.425177, 1.804573, 0.980732], [-0.941258, 2.488529, -0.120257], [0.037469, 1.586186, -3.012916], [0.455289, 0.583564, -2.182117], [-0.461237, -0.323851, -1.779489], [-0.181598, -1.390314, -1.024617], [1.087312, -1.575529, -0.621524], [1.241741, -2.732916, 0.305131], [0.958015, -2.167984, 2.033181], [-0.785741, -2.244133, 2.113196], [-1.324987, -1.735136, 3.212783], [-2.640637, -1.781132, 3.301538], [-3.432931, -2.326179, 2.297875], [-2.756798, -2.837791, 1.200411], [-1.439067, -2.802957, 1.105935], [2.093016, -0.756521, -0.993596], [1.881797, 0.400017, -1.847624], [2.770998, 1.133078, -2.243204], [2.027441, 3.182065, -1.632371], [0.776923, 4.419721, -1.447074], [2.367749, 2.191759, 0.476291], [1.503547, 0.984770, 2.439917], [-0.919383, 0.726907, 2.765284], [-2.491609, 1.701202, 1.121810], [-1.627998, 2.916198, -0.837593], [-1.506398, -0.252980, -2.042786], [2.251655, -3.132625, 0.285274], [0.493495, -3.497062, 0.102892], [-3.064074, -1.362304, 4.205210], [-4.506621, -2.353546, 2.370048], [-3.271397, -3.294847, 0.365005], [3.100739, -0.944834, -0.660700]], "forces_ev_per_angstrom": [[0.041, -0.150, 0.097], [0.143, 0.625, 0.071], [0.142, 0.111, -0.003], [-0.050, 0.158, 0.269], [-0.098, 0.170, -0.012], [0.001, 0.034, 0.077], [0.009, -0.057, 0.101], [-0.109, 0.051, -0.063], [0.127, 0.100, 0.087], [-0.225, -0.475, -0.297], [0.059, -0.623, 0.235], [0.270, 0.875, -0.551], [0.106, -0.230, 0.129], [0.692, 0.123, -0.128], [-0.369, 0.278, 0.500], [0.434, -0.191, -0.136], [-0.249, -0.174, -0.233], [0.471, 0.135, 0.254], [-0.350, -0.133, -0.195], [0.157, 0.026, 0.003], [-0.294, 0.093, 0.219], [0.109, -0.155, -0.040], [-0.316, -0.190, -0.098], [-0.485, -0.277, -0.060], [0.102, 0.113, -0.074], [-0.154, 0.050, -0.019], [-0.016, -0.121, -0.102], [0.125, -0.007, -0.072], [0.058, -0.033, 0.057], [-0.018, -0.029, 0.052], [-0.096, -0.003, 0.021], [-0.100, 0.032, -0.095], [-0.002, 0.001, 0.025], [-0.012, 0.017, -0.057], [0.198, -0.045, -0.084], [-0.128, 0.001, 0.035], [-0.114, -0.002, 0.013], [-0.151, -0.016, -0.002], [0.091, -0.082, 0.077]], "nbo_charge": [-0.55, 0.82, -0.59, 0.07, -0.25, -0.19, -0.23, -0.20, -0.26, -0.50, 0.14, 0.15, -0.42, 0.38, -0.58, 0.30, 0.26, -0.47, 0.09, -0.33, 0.10, -0.49, -0.37, 0.47, -0.60, 0.28, 0.25, 0.22, 0.22, 0.23, 0.21, 0.21, 0.21, 0.25, 0.28, 0.20, 0.23, 0.20, 0.24]}

***

(2)
{"formula": "C37H32ClN7O3S2Yb", "method": "ωB97M-V with the def2-TZVPD basis set", "homo_ev": -4.107, "spin_multiplicity": 2, "homo_lumo_gap_ev": 5.658, "total_energy_ha": -4453.6808, "charge": -1, "relative_energy_kcal_mol": 0.5, "elements": ["Yb", "Cl", "C", "C", "C", "C", "O", "C", "C", "N", "C", "C", "C", "C", "C", "C", "C", "C", "N", "C", "C", "H", "H", "H", "H", "H", "H", "H", "H", "H", "H", "N", "C", "C", "C", "C", "N", "C", "N", "N", "C", "O", "O", "H", "H", "H", "H", "H", "H", "H", "H", "H", "H", "H", "H", "H", "H", "S", "C", "C", "C", "C", "C", "C", "S", "H", "H", "H", "H", "N", "C", "C", "C", "C", "C", "C", "C", "C", "C", "H", "H", "H", "H"], "positions_angstrom": [[-0.042681, -0.295775, -0.267129], [-0.828958, 6.626951, 2.503601], [-0.953836, 4.959191, 1.984004], [-2.082620, 4.542480, 1.262583], [-2.196268, 3.235764, 0.870923], [-1.200218, 2.273603, 1.178347], [-1.364935, 1.034109, 0.897545], [-0.031722, 2.734967, 1.844970], [1.113848, 1.913468, 2.080084], [1.337325, 0.725393, 1.632451], [2.589894, 0.125067, 1.879940], [3.695544, 0.757230, 2.400396], [4.928719, 0.098766, 2.551739], [5.079838, -1.202125, 2.176271], [3.972671, -1.896038, 1.640273], [4.066818, -3.237137, 1.208445], [2.971668, -3.859830, 0.697061], [1.762740, -3.140468, 0.615501], [1.634193, -1.896378, 1.008941], [2.724584, -1.249498, 1.507536], [0.050798, 4.078804, 2.260596], [-2.850055, 5.260653, 1.005832], [-3.039734, 2.911906, 0.274063], [1.868364, 2.395532, 2.704846], [3.650973, 1.801540, 2.673740], [5.769881, 0.648767, 2.954315], [6.032842, -1.708673, 2.263602], [5.020743, -3.747349, 1.281317], [3.008841, -4.879269, 0.340067], [0.887379, -3.614841, 0.191375], [0.937115, 4.419385, 2.784004], [-1.470112, -1.663979, 1.503704], [-2.314443, -2.591449, 0.728694], [-2.980369, -3.679936, 1.568346], [-3.973045, -3.221210, 2.637328], [-5.370839, -2.820418, 2.160432], [-5.498548, -1.611648, 1.369139], [-5.021590, -0.374898, 1.724687], [-4.820290, 0.496528, 0.817271], [-4.767053, -0.211669, 3.084461], [-1.399725, -3.197252, -0.358192], [-1.377427, -4.409651, -0.527216], [-0.675245, -2.328136, -0.963004], [-0.852487, -2.198573, 2.108940], [-2.024410, -1.042915, 2.083936], [-3.050889, -1.970465, 0.210792], [-2.167519, -4.212226, 2.073700], [-3.435742, -4.416063, 0.901846], [-3.538118, -2.410160, 3.226491], [-4.129958, -4.050333, 3.335288], [-6.034382, -2.757501, 3.030430], [-5.774532, -3.620772, 1.537354], [-5.538339, -1.717071, 0.368497], [-3.270413, 0.186928, -1.036560], [-4.464624, 1.366732, 1.198094], [-5.365538, -0.719476, 3.716296], [-4.619361, 0.747237, 3.356227], [-2.424564, -0.058332, -2.063128], [-2.543597, 1.562932, -2.793435], [-3.671082, 1.829807, -3.570097], [-3.849579, 3.060043, -4.173960], [-2.868030, 4.033625, -4.006091], [-1.741000, 3.768834, -3.254604], [-1.529838, 2.524773, -2.620656], [-0.069769, 2.298536, -1.708836], [-4.413655, 1.050251, -3.692150], [-4.733277, 3.254447, -4.768911], [-2.984439, 5.006437, -4.470810], [-0.976694, 4.524891, -3.128556], [9.015709, 0.221971, -5.324945], [8.003465, 0.153217, -4.782030], [6.740518, 0.066318, -4.099555], [6.628651, -0.689491, -2.933029], [5.415998, -0.772942, -2.278746], [4.284217, -0.106636, -2.769182], [4.413736, 0.653542, -3.939712], [5.624332, 0.738732, -4.598446], [3.035058, -0.193027, -2.085605], [1.983366, -0.261025, -1.468226], [7.498656, -1.206076, -2.548585], [5.320494, -1.352946, -1.370049], [3.544219, 1.177024, -4.313258], [5.718325, 1.327309, -5.501615]], "forces_ev_per_angstrom": [[-0.603, 0.075, 0.310], [-0.020, -0.039, -0.018], [-0.015, 0.093, 0.010], [0.060, -0.096, 0.013], [-0.191, 0.110, 0.082], [0.057, -0.102, 0.135], [-0.078, -0.016, 0.038], [-0.111, 0.165, 0.017], [-0.006, 0.008, 0.198], [-0.111, -0.059, -0.537], [0.186, -0.138, 0.105], [-0.070, 0.082, -0.068], [0.084, 0.008, 0.040], [-0.061, 0.027, -0.038], [-0.046, 0.010, 0.046], [0.033, -0.060, -0.033], [0.020, -0.016, 0.022], [-0.055, 0.001, 0.081], [-0.010, 0.121, -0.293], [-0.031, -0.003, 0.067], [0.092, -0.005, 0.004], [0.004, 0.022, -0.004], [-0.001, -0.027, -0.018], [-0.027, 0.027, 0.031], [0.030, 0.007, -0.034], [-0.010, 0.015, -0.002], [0.005, -0.009, 0.014], [0.000, 0.002, 0.011], [-0.017, -0.005, 0.001], [0.022, -0.003, -0.055], [-0.011, 0.002, 0.003], [-0.038, -0.064, -0.156], [-0.030, 0.037, 0.152], [0.011, 0.025, 0.036], [0.074, 0.007, 0.005], [0.030, -0.062, -0.023], [-0.033, -0.047, -0.098], [0.053, -0.049, 0.094], [0.175, 0.102, -0.222], [0.050, 0.069, 0.003], [0.077, 0.107, 0.068], [0.014, -0.039, -0.122], [0.056, 0.090, 0.053], [0.021, 0.082, 0.010], [0.049, 0.092, -0.087], [-0.078, -0.021, 0.007], [-0.019, -0.069, -0.048], [-0.025, 0.048, -0.016], [-0.029, -0.013, 0.005], [0.044, -0.006, -0.001], [-0.007, 0.010, 0.030], [-0.022, -0.034, 0.056], [0.019, 0.007, 0.013], [0.046, -0.093, 0.019], [-0.023, 0.031, 0.013], [-0.013, -0.007, 0.001], [-0.033, -0.021, 0.006], [-0.044, 0.055, 0.060], [-0.053, 0.150, -0.059], [0.034, -0.030, 0.033], [-0.051, -0.004, -0.032], [0.075, -0.009, 0.043], [-0.078, -0.017, -0.024], [-0.055, 0.015, 0.153], [0.269, -0.450, -0.091], [0.009, 0.002, 0.011], [0.011, 0.003, 0.008], [0.012, -0.003, 0.006], [-0.004, 0.013, -0.003], [0.014, -0.003, -0.006], [-0.097, -0.002, 0.052], [0.061, 0.014, -0.056], [0.015, -0.016, 0.031], [0.014, 0.005, -0.004], [-0.078, 0.028, 0.012], [0.008, -0.003, -0.011], [0.004, 0.007, -0.006], [0.148, -0.069, 0.101], [0.314, -0.051, -0.139], [-0.008, -0.002, 0.006], [0.002, -0.010, -0.006], [0.003, -0.001, -0.007], [-0.014, 0.002, 0.002]], "lowdin_spin": [1.01, 0.00, 0.00, 0.00, 0.00, 0.00, 0.00, 0.00, 0.00, 0.00, 0.00, 0.00, 0.00, 0.00, 0.00, 0.00, 0.00, 0.00, 0.00, 0.00, 0.00, 0.00, 0.00, 0.00, 0.00, 0.00, 0.00, 0.00, 0.00, 0.00, 0.00, 0.00, 0.00, 0.00, 0.00, 0.00, 0.00, 0.00, 0.00, 0.00, 0.00, 0.00, 0.00, 0.00, 0.00, 0.00, 0.00, 0.00, 0.00, 0.00, 0.00, 0.00, 0.00, 0.00, 0.00, 0.00, 0.00, 0.00, 0.00, 0.00, 0.00, 0.00, 0.00, 0.00, 0.00, 0.00, 0.00, 0.00, 0.00, 0.00, 0.00, 0.00, 0.00, 0.00, 0.00, 0.00, 0.00, 0.00, 0.00, 0.00, 0.00, 0.00, 0.00]}

***

(3)
{"formula": "C7H12NP", "method": "ωB97M-V with the def2-TZVPD basis set", "homo_ev": -7.955, "spin_multiplicity": 1, "homo_lumo_gap_ev": 8.961, "total_energy_ha": -669.8971, "smiles": "C#C[C@H]1CCCPN1C", "charge": 0, "relative_energy_kcal_mol": 46.5, "elements": ["C", "C", "C", "C", "C", "C", "P", "N", "C", "H", "H", "H", "H", "H", "H", "H", "H", "H", "H", "H", "H"], "positions_angstrom": [[-0.646706, -0.611921, -2.718393], [0.012749, -0.753723, -1.727106], [0.726894, -0.823560, -0.462952], [1.680936, 0.355873, -0.221458], [1.003563, 1.722686, -0.047724], [-0.173510, 1.820576, 0.947869], [-1.452670, 0.502838, 0.479182], [-0.419096, -0.834202, 0.770417], [-1.170638, -2.080415, 0.901061], [-1.266815, -0.416683, -3.602630], [1.149793, -1.930996, -0.406383], [2.433795, 0.450517, -0.989443], [2.458258, 0.164065, 0.600676], [1.718188, 2.501250, 0.210862], [0.644723, 2.160326, -1.096720], [0.156147, 1.621180, 1.944505], [-0.630326, 2.761959, 0.755611], [-2.037038, 0.426546, 1.818502], [-2.054117, -1.737972, 1.509549], [-1.643981, -2.398082, -0.008291], [-0.490151, -2.900263, 1.342867]], "forces_ev_per_angstrom": [[-0.703, 0.264, -1.037], [0.002, 0.343, -0.195], [-1.385, -2.417, 2.197], [1.554, -0.130, 1.336], [-0.970, 1.140, -2.001], [0.024, -1.763, -1.829], [-0.289, 1.174, 1.290], [2.705, -0.254, -2.083], [0.419, 0.341, 1.031], [0.736, -0.335, 0.969], [-0.278, 2.522, 0.167], [-0.282, -0.113, -1.080], [-1.793, -0.053, -0.277], [0.457, -0.261, 0.275], [0.430, -1.336, 1.893], [0.099, 0.236, 0.723], [-0.392, 0.939, 0.492], [0.127, 0.128, -0.718], [0.922, -1.128, 0.190], [0.032, -0.504, -0.876], [-1.416, 1.208, -0.467]], "nbo_charge": [-0.20, -0.07, -0.13, -0.43, -0.40, -0.68, 0.72, -0.73, -0.43, 0.25, 0.25, 0.23, 0.22, 0.22, 0.20, 0.22, 0.22, -0.06, 0.21, 0.18, 0.21]}

***

Copy entry 3 word for word.
{"formula": "C7H12NP", "method": "ωB97M-V with the def2-TZVPD basis set", "homo_ev": -7.955, "spin_multiplicity": 1, "homo_lumo_gap_ev": 8.961, "total_energy_ha": -669.8971, "smiles": "C#C[C@H]1CCCPN1C", "charge": 0, "relative_energy_kcal_mol": 46.5, "elements": ["C", "C", "C", "C", "C", "C", "P", "N", "C", "H", "H", "H", "H", "H", "H", "H", "H", "H", "H", "H", "H"], "positions_angstrom": [[-0.646706, -0.611921, -2.718393], [0.012749, -0.753723, -1.727106], [0.726894, -0.823560, -0.462952], [1.680936, 0.355873, -0.221458], [1.003563, 1.722686, -0.047724], [-0.173510, 1.820576, 0.947869], [-1.452670, 0.502838, 0.479182], [-0.419096, -0.834202, 0.770417], [-1.170638, -2.080415, 0.901061], [-1.266815, -0.416683, -3.602630], [1.149793, -1.930996, -0.406383], [2.433795, 0.450517, -0.989443], [2.458258, 0.164065, 0.600676], [1.718188, 2.501250, 0.210862], [0.644723, 2.160326, -1.096720], [0.156147, 1.621180, 1.944505], [-0.630326, 2.761959, 0.755611], [-2.037038, 0.426546, 1.818502], [-2.054117, -1.737972, 1.509549], [-1.643981, -2.398082, -0.008291], [-0.490151, -2.900263, 1.342867]], "forces_ev_per_angstrom": [[-0.703, 0.264, -1.037], [0.002, 0.343, -0.195], [-1.385, -2.417, 2.197], [1.554, -0.130, 1.336], [-0.970, 1.140, -2.001], [0.024, -1.763, -1.829], [-0.289, 1.174, 1.290], [2.705, -0.254, -2.083], [0.419, 0.341, 1.031], [0.736, -0.335, 0.969], [-0.278, 2.522, 0.167], [-0.282, -0.113, -1.080], [-1.793, -0.053, -0.277], [0.457, -0.261, 0.275], [0.430, -1.336, 1.893], [0.099, 0.236, 0.723], [-0.392, 0.939, 0.492], [0.127, 0.128, -0.718], [0.922, -1.128, 0.190], [0.032, -0.504, -0.876], [-1.416, 1.208, -0.467]], "nbo_charge": [-0.20, -0.07, -0.13, -0.43, -0.40, -0.68, 0.72, -0.73, -0.43, 0.25, 0.25, 0.23, 0.22, 0.22, 0.20, 0.22, 0.22, -0.06, 0.21, 0.18, 0.21]}